No. 1
{
  "formula": "C3H6N2O",
  "method": "ωB97M-V with the def2-TZVPD basis set",
  "mol_weight_g_mol": 86.09,
  "e_homo_ev": -9.99,
  "spin_multiplicity": 1,
  "relative_energy_ev": 1.031,
  "smiles": "[H]/N=C(\\C)NC=O",
  "energy_ev": -8235.6676,
  "species": ["H", "N", "C", "C", "N", "C", "O", "H", "H", "H", "H", "H"],
  "coordinates": [[-1.5082, 1.6162, -1.2871], [-0.8314, 0.9300, -1.6292], [-0.3986, 0.2301, -0.6579], [-0.8708, 0.3291, 0.8014], [0.6095, -0.7291, -0.8324], [1.4628, -0.8519, 0.3078], [2.6621, -0.9142, 0.2655], [-1.8208, 0.8446, 0.7670], [-0.2191, 0.8776, 1.5011], [-1.0294, -0.6587, 1.2551], [0.9907, -0.7927, -1.7883], [0.9531, -0.8809, 1.2970]],
  "mulliken_charge": [0.239, -0.737, 0.790, -1.309, -0.173, 0.015, -0.493, 0.346, 0.337, 0.361, 0.293, 0.332]
}

No. 2
{
  "formula": "C3H6N2O",
  "method": "ωB97M-V with the def2-TZVPD basis set",
  "mol_weight_g_mol": 86.09,
  "e_homo_ev": -9.35,
  "spin_multiplicity": 1,
  "relative_energy_ev": 0.978,
  "smiles": "[H]/N=C(/N)CC=O",
  "energy_ev": -8235.7204,
  "species": ["H", "N", "C", "N", "C", "C", "O", "H", "H", "H", "H", "H"],
  "coordinates": [[2.0770, -1.4473, -0.5032], [2.0711, -0.4345, -0.4178], [0.9502, -0.0262, 0.0375], [0.7530, 1.3039, 0.3267], [-0.2147, -0.9302, 0.4132], [-1.5877, -0.5148, -0.0702], [-1.9243, 0.6147, -0.3403], [-0.1905, 1.6407, 0.1816], [1.4831, 1.8985, -0.0444], [-0.0230, -1.9539, 0.0734], [-0.2852, -0.9732, 1.5105], [-2.3230, -1.3414, -0.1399]],
  "mulliken_charge": [0.226, -0.777, 0.552, -0.480, -0.623, 0.120, -0.511, 0.261, 0.283, 0.336, 0.281, 0.332]
}

No. 3
{
  "formula": "C3H6N2O",
  "method": "ωB97M-V with the def2-TZVPD basis set",
  "mol_weight_g_mol": 86.09,
  "e_homo_ev": -8.12,
  "spin_multiplicity": 1,
  "relative_energy_ev": 3.771,
  "energy_ev": -8232.9274,
  "species": ["C", "N", "C", "N", "C", "O", "H", "H", "H", "H", "H", "H"],
  "coordinates": [[1.6150, -0.5176, 0.2538], [0.2835, 1.5621, 0.4944], [-0.5194, 0.7637, 0.0799], [0.0973, -0.7714, -0.1647], [-1.9529, 0.8957, -0.2581], [-2.7048, 0.0454, -0.6825], [2.0847, -1.4755, 0.1076], [2.1362, 0.2629, -0.3320], [1.7531, -0.1799, 1.2974], [-0.0954, -1.0753, -1.1322], [-0.4385, -1.4503, 0.3973], [-2.2588, 1.9401, -0.0607]],
  "mulliken_charge": [-0.824, -0.709, 0.267, -0.382, 0.126, -0.532, 0.322, 0.340, 0.339, 0.338, 0.336, 0.379]
}

No. 4
{
  "formula": "C3H6N2O2",
  "method": "ωB97M-V with the def2-TZVPD basis set",
  "mol_weight_g_mol": 102.09,
  "e_homo_ev": [-0.15, -4.80],
  "spin_multiplicity": 2,
  "s2": 0.769,
  "relative_energy_ev": 2.446,
  "total_charge": -1,
  "energy_ev": -10280.7837,
  "species": ["O", "C", "N", "C", "N", "O", "C", "H", "H", "H", "H", "H", "H"],
  "coordinates": [[1.1320, -1.9651, -0.9121], [0.9172, -0.8357, -0.4183], [-0.2258, -0.0862, -0.4696], [-0.9111, 0.8712, 0.2772], [-2.3390, 0.6801, -0.6590], [-0.2956, 1.4035, 1.2370], [1.9218, -0.4199, 0.6634], [-0.6679, -0.6109, -1.2532], [-3.2628, 0.5645, -0.2399], [-2.7074, 1.2610, -1.4367], [2.9727, -0.5742, 0.4323], [1.7564, -0.8588, 1.6642], [1.7094, 0.5703, 1.1147]],
  "mulliken_spin": [0.110, 0.323, -0.158, 0.564, -0.020, 0.141, -0.016, 0.011, -0.014, 0.035, 0.002, 0.018, 0.005]
}

No. 5
{
  "formula": "C3H6N2O2",
  "method": "ωB97M-V with the def2-TZVPD basis set",
  "mol_weight_g_mol": 102.09,
  "e_homo_ev": -9.74,
  "spin_multiplicity": 1,
  "relative_energy_ev": 1.152,
  "smiles": "NC(=O)CNC=O",
  "energy_ev": -10283.6452,
  "species": ["N", "C", "O", "C", "N", "C", "O", "H", "H", "H", "H", "H", "H"],
  "coordinates": [[1.5156, -0.7543, 0.5579], [0.3784, -0.5026, 1.2632], [0.3463, -0.4716, 2.4804], [-0.9115, -0.2666, 0.4561], [-0.8479, 1.0369, -0.4049], [-0.3193, 0.7362, -1.5997], [-0.0029, -0.4213, -1.8331], [2.3875, -0.7773, 1.0690], [1.5144, -0.7867, -0.4515], [-1.7348, -0.1395, 1.1396], [-1.1079, -1.2152, -0.1062], [-1.0475, 2.0382, -0.2147], [-0.1703, 1.5238, -2.3561]],
  "mulliken_charge": [-0.329, 0.519, -0.616, -0.419, -0.189, 0.018, -0.633, 0.223, 0.233, 0.307, 0.271, 0.211, 0.405]
}

No. 6
{
  "formula": "C3H6N2O2",
  "method": "ωB97M-V with the def2-TZVPD basis set",
  "mol_weight_g_mol": 102.09,
  "e_homo_ev": -9.75,
  "spin_multiplicity": 1,
  "relative_energy_ev": 6.839,
  "energy_ev": -10277.9583,
  "species": ["C", "C", "C", "H", "H", "H", "H", "H", "H", "N", "N", "O", "O"],
  "coordinates": [[2.2369, 0.5757, 0.0462], [1.0890, -0.2139, -0.1272], [-1.1791, -0.6974, -0.0797], [2.6298, 1.2389, -0.9630], [3.1780, 0.0021, 0.4790], [1.7821, 1.1464, 1.0560], [-1.8271, 1.4397, 0.6989], [-0.8328, -1.7903, 0.2952], [-2.8946, -1.1434, 0.2604], [-0.1671, 0.2199, -0.2872], [-2.4556, -0.2598, -0.0072], [1.1718, -1.4315, 0.0968], [-0.7415, 1.6065, 0.0531]],
  "mulliken_charge": [-0.805, 0.697, 0.122, 0.268, 0.274, 0.223, 0.421, 0.292, 0.260, 0.094, -0.694, -0.616, -0.536]
}

No. 7
{
  "formula": "C3H6N2O2",
  "method": "ωB97M-V with the def2-TZVPD basis set",
  "mol_weight_g_mol": 102.09,
  "e_homo_ev": -9.38,
  "spin_multiplicity": 1,
  "relative_energy_ev": 2.334,
  "smiles": "[H]/N=C\\CN.O=C=O",
  "energy_ev": -10282.4633,
  "species": ["H", "N", "C", "C", "N", "H", "H", "H", "H", "H", "O", "C", "O"],
  "coordinates": [[2.4774, 0.5520, 0.8254], [2.0782, 0.2014, -0.1219], [0.9499, -0.5663, -0.0724], [-0.0625, -0.7880, 1.0214], [-1.1137, -1.5869, 0.3931], [0.8312, -1.1734, -0.9708], [0.2946, -1.4804, 1.7727], [-0.4488, 0.2123, 1.5109], [-1.8190, -1.8211, 1.1376], [-1.6432, -1.4098, -0.4774], [0.0761, 3.4841, -2.1409], [-0.5030, 2.6064, -1.6837], [-1.1171, 1.7695, -1.1940]],
  "mulliken_charge": [0.228, -0.633, -0.157, -0.164, -0.598, 0.422, 0.293, 0.207, 0.202, 0.219, -0.353, 0.699, -0.367]
}

No. 8
{
  "formula": "C3H6N2O2",
  "method": "ωB97M-V with the def2-TZVPD basis set",
  "mol_weight_g_mol": 102.09,
  "e_homo_ev": -10.27,
  "spin_multiplicity": 1,
  "relative_energy_ev": 1.505,
  "smiles": "NCC(=O)NC=O",
  "energy_ev": -10283.2922,
  "species": ["N", "C", "C", "O", "N", "C", "O", "H", "H", "H", "H", "H", "H"],
  "coordinates": [[-1.8995, -1.3129, -0.5878], [-0.8368, -0.7518, 0.3071], [-0.4255, 0.7248, 0.1452], [-1.2789, 1.6012, 0.1251], [0.9470, 1.0725, -0.1240], [2.1207, 0.4226, 0.3192], [2.1782, -0.5888, 1.0124], [-2.4013, -0.4383, -0.8283], [-1.3463, -1.4497, -1.4015], [0.0435, -1.3833, 0.2254], [-1.2267, -0.8402, 1.3153], [1.0655, 2.0064, -0.5184], [3.0602, 0.9376, 0.0103]],
  "mulliken_charge": [-0.615, -0.484, 0.389, -0.551, -0.125, 0.059, -0.504, 0.287, 0.281, 0.385, 0.263, 0.273, 0.343]
}

No. 9
{
  "formula": "C3H6N2O2",
  "method": "ωB97M-V with the def2-TZVPD basis set",
  "mol_weight_g_mol": 102.09,
  "e_homo_ev": -10.19,
  "spin_multiplicity": 1,
  "relative_energy_ev": 6.617,
  "smiles": "O=[NH+][O-].[H]/N=C\\C=C",
  "energy_ev": -10278.1803,
  "species": ["O", "N", "O", "H", "H", "N", "C", "C", "C", "H", "H", "H", "H"],
  "coordinates": [[-2.1798, -2.7218, -0.3334], [-1.6253, -1.7307, 0.0274], [-0.4723, -1.4753, 0.4424], [-2.2519, -0.7217, -0.0848], [-1.5052, 1.2957, 0.4722], [-1.2950, 0.7799, -0.4299], [-0.0623, 0.6481, -0.6161], [0.9826, 1.0845, 0.2806], [2.1463, 0.4328, 0.2342], [0.2954, 0.2202, -1.5726], [0.9805, 1.9781, 0.9760], [2.8913, 0.6719, 0.9160], [2.0957, -0.4617, -0.3121]],
  "mulliken_charge": [-0.482, 0.539, -0.433, 0.392, 0.212, -0.799, 0.148, -0.017, -0.819, 0.394, 0.254, 0.322, 0.290]
}

No. 10
{
  "formula": "C3H6N2O2",
  "method": "ωB97M-V with the def2-TZVPD basis set",
  "mol_weight_g_mol": 102.09,
  "e_homo_ev": -8.60,
  "spin_multiplicity": 1,
  "relative_energy_ev": 3.251,
  "energy_ev": -10281.5468,
  "species": ["C", "C", "C", "N", "N", "O", "O", "H", "H", "H", "H", "H", "H"],
  "coordinates": [[-0.2816, 0.2278, 0.1727], [-1.1761, 0.4415, 2.0997], [-0.1679, -0.9440, -1.8740], [0.6122, 1.0994, 0.1000], [-0.4785, 1.4651, 2.5008], [-2.0479, -0.2624, 2.4734], [-0.7454, -0.7341, -0.5865], [-0.7232, -0.3732, -2.6264], [-0.2607, -2.0056, -2.0857], [0.8838, -0.6511, -1.8903], [1.1797, 1.1653, -0.7482], [0.2270, 1.7936, 1.8354], [-0.6233, 1.9117, 3.3965]],
  "mulliken_charge": [0.359, 0.432, -0.698, -0.603, -0.248, -0.484, -0.290, 0.274, 0.231, 0.324, 0.211, 0.302, 0.189]
}

Repeat the fifth record exactly.
{
  "formula": "C3H6N2O2",
  "method": "ωB97M-V with the def2-TZVPD basis set",
  "mol_weight_g_mol": 102.09,
  "e_homo_ev": -9.74,
  "spin_multiplicity": 1,
  "relative_energy_ev": 1.152,
  "smiles": "NC(=O)CNC=O",
  "energy_ev": -10283.6452,
  "species": ["N", "C", "O", "C", "N", "C", "O", "H", "H", "H", "H", "H", "H"],
  "coordinates": [[1.5156, -0.7543, 0.5579], [0.3784, -0.5026, 1.2632], [0.3463, -0.4716, 2.4804], [-0.9115, -0.2666, 0.4561], [-0.8479, 1.0369, -0.4049], [-0.3193, 0.7362, -1.5997], [-0.0029, -0.4213, -1.8331], [2.3875, -0.7773, 1.0690], [1.5144, -0.7867, -0.4515], [-1.7348, -0.1395, 1.1396], [-1.1079, -1.2152, -0.1062], [-1.0475, 2.0382, -0.2147], [-0.1703, 1.5238, -2.3561]],
  "mulliken_charge": [-0.329, 0.519, -0.616, -0.419, -0.189, 0.018, -0.633, 0.223, 0.233, 0.307, 0.271, 0.211, 0.405]
}

- Which formula does entry 6 have?
  C3H6N2O2